Below is a cluster of 3 separate species, C33H51N4O9 in total in a non-equilibrium geometry, with properties calculated with ωB97M-V with the def2-TZVPD basis set.

Last columns: bonded neighbours and bond lengths (Å).
Positions of all 97 atoms, in Å:
1 H -0.411 3.985 -1.545  C85 1.091
2 C -5.191 -3.993 -0.666  H13 1.083, C19 1.500, H67 1.082, H96 1.084
3 C -2.755 -6.847 0.069  C15 1.403, C86 1.400, H92 1.077
4 H -2.659 3.102 -1.382  C31 1.085
5 H 3.391 -1.918 0.672  C90 1.092
6 H 3.503 -0.475 1.659  C90 1.088
7 C -5.494 3.997 -0.716  H14 1.082, H34 1.080, H53 1.081, C80 1.535
8 N 0.885 -2.137 -1.971  C61 1.462, H79 1.004, C97 1.322
9 O -2.991 -1.658 3.735  C39 1.174
10 C 2.223 3.756 3.078  O11 1.441, H59 1.086, H64 1.092, C77 1.512
11 O 1.340 3.342 2.017  C10 1.441, C50 1.352
12 O 1.676 2.869 -0.159  C50 1.192
13 H -6.009 -4.399 -0.084  C2 1.083
14 H -5.876 3.093 -1.171  C7 1.082
15 C -3.947 -6.152 -0.186  C3 1.403, C19 1.414, H43 1.076
16 C 5.196 -1.790 1.830  C44 1.524, H66 1.085, H72 1.086, C90 1.529
17 O -2.061 6.728 -3.509  C91 1.184
18 H 2.861 5.590 2.145  C77 1.093
19 C -3.931 -4.750 -0.366  C2 1.500, C15 1.414, C63 1.409
20 H 3.285 1.287 -0.755  C56 1.080
21 H 5.337 5.042 2.226  C45 1.089
22 N -0.221 -2.633 0.072  C32 1.444, N52 1.386, C97 1.341
23 C 2.972 -1.209 -3.003  H36 1.087, C51 1.519, C61 1.550, H89 1.083
24 C -0.636 -0.564 0.630  N27 1.312, C33 1.487, N52 1.341
25 H -2.694 -3.010 -0.424  C63 1.081
26 H 5.169 0.475 0.189  C73 1.084
27 N -0.044 -0.512 -0.539  C24 1.312, C97 1.356
28 H -0.848 0.486 2.432  C33 1.086
29 C -4.274 2.278 0.630  O40 1.345, O57 1.187, C80 1.490
30 O -2.806 4.925 -2.375  C31 1.435, C91 1.361
31 C -2.371 3.559 -2.323  H4 1.085, O30 1.435, H46 1.094, C85 1.509
32 C -0.169 -4.074 0.145  N22 1.444, H69 1.087, C74 1.509, H83 1.082
33 C -1.119 0.620 1.390  C24 1.487, H28 1.086, C68 1.536, H81 1.083
34 H -4.838 4.489 -1.419  C7 1.080
35 C -0.170 2.519 -3.080  H38 1.089, H42 1.093, H62 1.090, C85 1.502
36 H 3.328 -2.013 -2.364  C23 1.087
37 H 3.169 0.938 -3.039  C51 1.086
38 H -0.106 1.731 -2.332  C35 1.089
39 C -2.695 -1.959 2.639  O9 1.174, H49 1.094, C71 1.512
40 O -2.945 2.107 0.752  C29 1.345, C68 1.428
41 H 4.468 -3.773 2.299  C44 1.084
42 H -0.699 2.141 -3.959  C35 1.093
43 H -4.879 -6.686 -0.253  C15 1.076
44 C 5.228 -3.307 1.684  C16 1.524, H41 1.084, H47 1.084, H54 1.087
45 C 4.620 4.648 2.944  H21 1.089, H60 1.091, C77 1.506, H88 1.089
46 H -2.839 3.017 -3.150  C31 1.094
47 H 6.184 -3.711 1.995  C44 1.084
48 H 0.987 -1.365 -3.887  C61 1.083
49 H -3.440 -2.012 1.839  C39 1.094
50 C 2.058 3.329 0.872  O11 1.352, O12 1.192, O76 1.345
51 C 3.582 0.089 -2.503  C23 1.519, H37 1.086, C56 1.533, H58 1.086
52 N -0.757 -1.827 1.064  N22 1.386, C24 1.341, C71 1.452
53 H -6.351 4.625 -0.519  C7 1.081
54 H 5.069 -3.588 0.646  C44 1.087
55 H 2.473 -0.248 -0.670  C56 1.084
56 C 3.389 0.238 -0.989  H20 1.080, C51 1.533, H55 1.084, C73 1.537
57 O -5.000 1.342 0.556  C29 1.187
58 H 4.648 0.096 -2.714  C51 1.086
59 H 1.671 4.308 3.834  C10 1.086
60 H 4.962 3.658 3.247  C45 1.091
61 C 1.425 -1.162 -2.917  N8 1.462, C23 1.550, H48 1.083, H82 1.076
62 H 0.838 2.795 -3.386  C35 1.090
63 C -2.699 -4.077 -0.255  C19 1.409, H25 1.081, C74 1.403
64 H 2.665 2.862 3.523  C10 1.092
65 O -0.816 4.850 -3.363  C85 1.442, C91 1.355
66 H 6.169 -1.390 1.563  C16 1.085
67 H -5.440 -4.036 -1.718  C2 1.082
68 C -2.637 0.802 1.242  C33 1.536, O40 1.428, H78 1.084, H93 1.083
69 H 0.319 -4.351 1.075  C32 1.087
70 H -0.636 -1.970 3.139  C71 1.084
71 C -1.262 -2.327 2.329  C39 1.512, N52 1.452, H70 1.084, H84 1.084
72 H 5.057 -1.567 2.883  C16 1.086
73 C 4.560 -0.342 -0.180  H26 1.084, C56 1.537, H75 1.088, C90 1.519
74 C -1.506 -4.763 0.018  C32 1.509, C63 1.403, C86 1.411
75 H 5.185 -0.963 -0.820  C73 1.088
76 O 3.265 3.892 1.060  C50 1.345, C77 1.448
77 C 3.245 4.584 2.332  C10 1.512, H18 1.093, C45 1.506, O76 1.448
78 H -3.046 0.044 0.584  C68 1.084
79 H 1.062 -3.108 -2.159  N8 1.004
80 C -4.776 3.681 0.604  C7 1.535, C29 1.490, H87 1.082, H94 1.082
81 H -0.570 1.479 1.025  C33 1.083
82 H 1.128 -0.184 -2.579  C61 1.076
83 H 0.462 -4.437 -0.656  C32 1.082
84 H -1.200 -3.409 2.324  C71 1.084
85 C -0.879 3.704 -2.490  H1 1.091, C31 1.509, C35 1.502, O65 1.442
86 C -1.536 -6.166 0.167  C3 1.400, C74 1.411, H95 1.080
87 H -3.987 4.389 0.819  C80 1.082
88 H 4.612 5.299 3.817  C45 1.089
89 H 3.256 -1.416 -4.028  C23 1.083
90 C 4.075 -1.141 1.018  H5 1.092, H6 1.088, C16 1.529, C73 1.519
91 C -1.907 5.618 -3.126  O17 1.184, O30 1.361, O65 1.355
92 H -2.767 -7.918 0.190  C3 1.077
93 H -3.124 0.687 2.202  C68 1.083
94 H -5.510 3.694 1.399  C80 1.082
95 H -0.619 -6.703 0.360  C86 1.080
96 H -5.087 -2.958 -0.361  C2 1.084
97 C 0.235 -1.796 -0.872  N8 1.322, N22 1.341, N27 1.356

Properties
charge: +1
E_HOMO: -12.0 eV
orbital gap: 9.72 eV